Molecular formula: C6H15NO
Method: DFT, ωB97M-V with the def2-TZVPD basis set

Summary:
Total charge: 0
Kohn-Sham gap: 10.18 eV

Geometry as XYZ:
```
23
Properties=species:S:1:pos:R:3:mulliken_charge:R:1
C -0.8360 -0.3800 -0.2386 -0.658
C -0.9257 0.1889 1.1946 -0.715
C -0.1774 1.4905 1.4723 -0.825
C 1.2512 1.5085 0.9260 -0.568
C 2.0548 0.3079 1.3491 -0.095
C 2.5322 -0.5078 0.4232 -0.793
N -2.1763 -0.5566 -0.8560 -0.541
H -0.3611 0.3537 -0.8929 0.410
H -0.2544 -1.2979 -0.2754 0.333
H -0.5951 -0.5870 1.8754 0.300
H -2.0042 0.3018 1.3427 0.488
H -0.6914 2.4411 1.2682 0.344
H -0.1567 1.5580 2.5724 0.333
H 1.7344 2.3785 1.4010 0.338
H 1.3416 1.7339 -0.1486 0.370
H 2.2798 0.2534 2.4134 0.353
H 3.2794 -1.2961 0.4997 0.283
H 2.2710 -0.4009 -0.6328 0.220
H -2.7697 -1.2843 -0.4951 0.185
H -2.6394 0.3310 -0.9637 0.229
H -0.4242 -1.7231 -2.6118 0.319
H -1.6174 -1.0305 -3.0897 0.358
O -0.9585 -1.6495 -3.4071 -0.668
```

Molecular formula: C5H6O
Method: DFT, ωB97M-V with the def2-TZVPD basis set

Summary:
Total charge: 0
Kohn-Sham gap: 9.53 eV

Geometry as XYZ:
```
12
Properties=species:S:1:pos:R:3:mulliken_charge:R:1
C 0.3506 -0.5578 -1.3976 -1.001
C -0.0256 0.6598 -0.5582 -0.520
C -0.7480 0.3004 0.7374 0.370
C -2.0489 0.3232 0.8458 -0.196
C 0.0691 -0.1352 1.9168 -0.145
O 1.2356 -0.4144 1.8065 -0.454
H 0.9067 -1.2831 -0.8014 0.320
H -0.5370 -1.0465 -1.8085 0.308
H 0.9857 -0.2472 -2.2329 0.301
H -0.6353 1.3478 -1.1495 0.377
H 0.8750 1.2032 -0.2594 0.280
H -0.4280 -0.1503 2.9008 0.361
```

Molecular formula: CH3F2OP
Method: DFT, ωB97M-V with the def2-TZVPD basis set

Summary:
Total charge: 0
Kohn-Sham gap: 10.50 eV

Geometry as XYZ:
```
8
Properties=species:S:1:pos:R:3:mulliken_charge:R:1
C -0.3256 -0.3195 1.6265 0.208
O 0.0346 0.5973 -0.8250 -0.503
F 0.0202 0.9392 1.8405 -0.212
F -1.2691 -0.5112 2.5550 -0.226
P -0.9780 -0.5855 -0.1867 0.124
H 0.5407 -1.0542 1.9261 0.219
H 0.0358 0.7346 -1.7987 0.330
H -2.0234 0.4142 0.2715 0.060
```

Molecular formula: C3H4I2O2
Method: DFT, ωB97M-V with the def2-TZVPD basis set

Summary:
Total charge: 0
Kohn-Sham gap (alpha / beta): 6.38 / 6.38 eV

Geometry as XYZ:
```
11
Properties=species:S:1:pos:R:3:mulliken_charge:R:1
C 0.1944 -2.0502 0.3736 -0.035
C 0.3563 1.1474 -0.8888 -0.878
C -0.5593 1.1422 0.2732 -0.130
O 1.3627 -1.8630 0.5998 -0.552
O -0.7795 -1.2898 0.2191 -0.466
I -2.6108 1.5394 0.1745 0.298
I 0.3413 1.2541 2.1181 0.341
H -0.0114 -3.1371 0.4611 0.422
H -0.2582 0.8412 -1.8602 0.331
H 0.7600 2.1271 -0.8247 0.377
H 1.2047 0.2888 -0.6457 0.293
```

Molecular formula: C42H72N4O2S4Sr
Method: DFT, ωB97M-V with the def2-TZVPD basis set

Summary:
Total charge: 0
Kohn-Sham gap: 6.39 eV

Geometry as XYZ:
```
125
Properties=species:S:1:pos:R:3:mulliken_charge:R:1
Sr -0.3220 -0.4859 0.1456 2.775
C -0.6469 -1.1668 3.4635 -1.345
N 0.2877 -0.6037 2.4513 0.934
C 1.4191 0.1264 3.0766 -1.202
C 0.9374 -1.7672 1.6423 -1.911
C -0.1197 -2.8248 0.9989 -0.254
N -0.2795 -2.6377 -0.5044 0.332
C -1.3887 -3.4302 -1.0702 -3.056
C -2.4713 -2.6473 -1.8067 1.398
C -2.9771 -3.2688 -2.9470 -0.480
C -4.0808 -2.7919 -3.6294 0.340
C -4.7446 -1.7105 -3.0463 -0.660
C -4.2862 -1.0381 -1.9255 -0.181
C -3.0424 -1.4273 -1.3436 0.228
O -2.4905 -0.6723 -0.4267 -0.896
C -5.1205 0.0878 -1.2935 2.547
C -4.3705 1.4243 -1.3697 -1.151
C -5.3854 -0.2599 0.1819 -1.771
C -6.4763 0.2726 -1.9711 -2.457
C -4.5730 -3.3707 -4.9543 2.352
C -4.5007 -2.2774 -6.0309 -1.570
C -6.0215 -3.8555 -4.8232 -1.906
C -3.7070 -4.5405 -5.4177 -1.959
C 1.0581 -2.7794 -1.2027 0.043
C 0.9131 -2.3406 -2.6428 -0.398
C 1.1162 -3.2857 -3.6355 -0.563
C 0.8240 -3.0337 -4.9691 -0.629
C 0.3146 -1.7714 -5.2563 -0.409
C 0.1106 -0.7703 -4.3092 -0.649
C 0.4227 -1.0262 -2.9478 0.030
O 0.2723 -0.1265 -2.0073 0.127
C -0.5009 0.5743 -4.7264 2.985
C -1.8438 0.7557 -4.0000 -0.736
C 0.4713 1.7133 -4.3664 -1.565
C -0.7793 0.6703 -6.2251 -2.426
C 1.0465 -4.1075 -6.0353 2.193
C 0.4206 -3.7223 -7.3754 -1.975
C 0.4237 -5.4368 -5.5845 -1.532
C 2.5543 -4.3114 -6.2393 -1.798
H -0.2494 -2.0831 3.9112 0.345
H -0.8004 -0.4298 4.2497 0.329
H -1.6229 -1.3841 3.0297 0.303
H 1.9521 -0.5111 3.7921 0.402
H 2.1336 0.4095 2.3042 0.231
H 1.0619 1.0221 3.5778 0.278
H 1.4944 -1.3002 0.7872 0.241
H 1.6703 -2.2812 2.2607 0.639
H 0.2283 -3.8282 1.2448 0.287
H -1.1095 -2.7046 1.4714 0.601
H -0.9670 -4.1851 -1.7370 0.052
H -1.8684 -3.9738 -0.2484 0.737
H -2.4578 -4.1546 -3.2990 0.193
H -5.6570 -1.3664 -3.5158 0.355
H -3.3757 1.3204 -0.9445 -0.475
H -4.2655 1.7532 -2.4082 0.231
H -4.9228 2.1992 -0.8232 0.677
H -4.4534 -0.3234 0.7407 0.048
H -6.0208 0.5059 0.6392 0.463
H -5.8983 -1.2221 0.2603 0.400
H -6.3782 0.5840 -3.0137 0.398
H -7.0772 -0.6395 -1.9407 0.420
H -7.0296 1.0554 -1.4452 0.463
H -5.1372 -1.4269 -5.7781 0.309
H -3.4763 -1.9082 -6.1310 0.030
H -4.8218 -2.6680 -7.0015 0.536
H -6.6937 -3.0423 -4.5433 0.320
H -6.3738 -4.2717 -5.7716 0.456
H -6.1009 -4.6319 -4.0588 0.376
H -2.6654 -4.2353 -5.5458 0.030
H -3.7361 -5.3739 -4.7112 0.391
H -4.0693 -4.9077 -6.3813 0.546
H 1.8184 -2.1581 -0.6956 -0.513
H 1.4256 -3.8087 -1.1238 0.464
H 1.4959 -4.2594 -3.3371 0.404
H 0.0554 -1.5501 -6.2804 0.522
H -1.7547 0.5772 -2.9330 -0.340
H -2.2255 1.7726 -4.1474 0.692
H -2.5831 0.0510 -4.3938 -0.171
H 0.8055 1.6221 -3.3341 -0.119
H 1.3455 1.6848 -5.0248 0.400
H -0.0178 2.6860 -4.4826 0.447
H -1.4993 -0.0821 -6.5559 0.257
H -1.2084 1.6528 -6.4414 0.450
H 0.1293 0.5658 -6.8243 0.483
H -0.6492 -3.5216 -7.2770 0.264
H 0.8934 -2.8372 -7.8067 0.350
H 0.5449 -4.5423 -8.0868 0.463
H -0.6301 -5.3070 -5.3292 0.141
H 0.4934 -6.1795 -6.3843 0.494
H 0.9325 -5.8461 -4.7099 0.322
H 3.0274 -3.3822 -6.5649 0.371
H 3.0341 -4.6237 -5.3091 0.317
H 2.7463 -5.0787 -6.9959 0.458
C 0.1710 5.7465 1.9385 -0.721
C -0.4943 4.8311 2.9784 -0.805
S -0.7473 3.0878 2.6157 0.099
C -2.1930 3.0621 1.5302 -0.404
C -1.9670 3.6292 0.1301 -1.020
S -0.9497 2.6344 -0.9692 0.307
C 0.7392 3.0367 -0.4644 0.440
C 1.1022 4.5272 -0.4445 -0.969
S 1.6945 5.1704 1.1493 -0.122
H 0.4443 6.6725 2.4475 0.452
H -0.5241 6.0192 1.1467 0.320
H -1.4596 5.2652 3.2549 0.377
H 0.1236 4.8093 3.8774 0.398
H -3.0211 3.5770 2.0235 0.663
H -2.4418 2.0027 1.4556 -0.202
H -1.5472 4.6311 0.1772 0.447
H -2.9313 3.6978 -0.3765 0.408
H 1.3419 2.5023 -1.2011 -0.348
H 0.9413 2.6117 0.5163 0.155
H 0.2736 5.1595 -0.7633 0.405
H 1.9229 4.7158 -1.1370 0.428
C 6.5126 1.9589 -1.1433 -1.009
N 5.8152 0.9158 -0.4196 -0.151
C 4.5465 0.5591 -0.6244 0.705
N 3.8664 1.1873 -1.5953 -0.163
S 3.7744 -0.6528 0.3121 -0.536
H 7.5234 2.0331 -0.7537 0.342
H 6.0237 2.9274 -1.0164 0.307
H 6.5807 1.7270 -2.2085 0.320
H 6.2661 0.4444 0.3442 0.256
H 4.3015 1.8223 -2.2429 0.267
H 2.9426 0.8363 -1.8066 -0.226
```

Molecular formula: C30H36N12O4P2Pd
Method: DFT, ωB97M-V with the def2-TZVPD basis set

Summary:
Total charge: -2
Kohn-Sham gap: 5.37 eV

Geometry as XYZ:
```
85
Properties=species:S:1:pos:R:3:mulliken_charge:R:1
Pd -0.7450 0.9178 -1.6384 -0.434
N 1.5878 3.6038 -2.9835 -0.108
C 2.1464 2.6303 -2.2046 0.149
N 3.4291 2.7248 -1.7974 -0.924
N 3.6685 1.5979 -1.1537 -0.581
N 2.5843 0.9045 -1.1737 1.902
N 1.5816 1.4947 -1.8283 -0.459
C 0.2360 3.8061 -3.2633 0.146
N -0.1525 4.8634 -3.9630 -0.537
N -1.4923 4.7273 -4.0140 -0.939
N -1.8549 3.6542 -3.3861 -0.206
N -0.7616 3.0322 -2.8839 0.669
H 2.1716 4.4090 -3.1290 0.263
C -3.7809 3.5509 -0.4678 -1.037
C -3.0698 2.4842 0.3395 -0.152
O -3.5935 1.1823 0.0478 -0.539
P -2.7145 0.2400 -0.9723 1.729
O -3.7956 0.1316 -2.2086 -0.601
C -3.4072 0.5110 -3.5284 0.093
C -4.3797 1.5342 -4.0730 -1.402
O -3.1197 -1.2026 -0.2714 -0.324
C -4.4653 -1.6637 -0.2321 -0.230
C -4.8283 -2.0306 1.1918 -1.232
H -3.5170 4.5425 -0.0907 0.419
H -4.8638 3.4237 -0.3977 0.290
H -3.4778 3.5048 -1.5159 -0.048
H -3.2065 2.6375 1.4132 0.380
H -1.9951 2.4948 0.1250 0.149
H -3.4048 -0.3965 -4.1424 0.318
H -2.3916 0.9197 -3.5093 0.036
H -5.3989 1.1392 -4.0829 0.352
H -4.0937 1.8095 -5.0908 0.389
H -4.3414 2.4423 -3.4725 0.207
H -4.5432 -2.5397 -0.8849 0.314
H -5.1419 -0.8999 -0.6165 0.217
H -4.1454 -2.7906 1.5715 0.195
H -5.8489 -2.4206 1.2446 0.436
H -4.7508 -1.1497 1.8305 0.276
O 0.6341 1.1323 1.4712 -0.753
P 1.6297 0.1727 2.0272 1.775
C 2.7414 -0.5315 0.8954 0.388
C 3.8971 -1.1773 1.3574 -0.202
C 4.7364 -1.9130 0.5558 -1.032
C 4.3304 -2.0759 -0.8045 -0.741
C 3.2366 -1.4736 -1.3172 -0.816
C 2.4150 -0.4831 -0.5532 1.282
C 0.7298 -1.1676 2.8945 0.000
C 1.3535 -2.2040 3.5903 0.119
C 0.6073 -3.2421 4.1263 -0.742
C -0.7728 -3.2642 3.9561 -0.588
C -1.3972 -2.2527 3.2423 -0.338
C -0.6496 -1.2089 2.7076 -0.830
C 2.6654 0.9576 3.3163 0.052
C 3.5752 1.9176 2.8690 -0.492
C 4.3221 2.6534 3.7743 -0.678
C 4.1807 2.4305 5.1399 -0.371
C 3.2889 1.4718 5.5928 -0.684
C 2.5319 0.7410 4.6821 -0.237
H 4.1389 -1.0839 2.4156 0.264
H 5.6252 -2.3909 0.9436 0.353
H 4.8940 -2.7475 -1.4476 0.339
H 2.9265 -1.6844 -2.3344 0.567
H 1.3413 -0.6089 -0.7524 -1.466
H 2.4324 -2.2051 3.7004 0.338
H 1.1003 -4.0386 4.6715 0.383
H -1.3563 -4.0782 4.3708 0.381
H -2.4679 -2.2675 3.0985 0.440
H -1.1180 -0.4182 2.1324 0.371
H 3.6958 2.0740 1.8023 0.374
H 5.0194 3.4000 3.4144 0.395
H 4.7653 3.0060 5.8483 0.350
H 3.1795 1.2899 6.6556 0.380
H 1.8302 -0.0013 5.0420 0.358
N 1.0442 -3.9354 -0.5027 -0.520
C 0.6576 -3.3302 -1.6871 0.221
C -0.3751 -2.3697 -1.6901 -0.356
N -0.7089 -1.7126 -2.7743 -0.001
C -0.0417 -2.0213 -3.8947 -0.259
C 0.9056 -3.0211 -3.9094 -0.578
N 1.2621 -3.6940 -2.8077 -0.667
H 0.8440 -3.3796 0.3185 0.156
H 2.0170 -4.2084 -0.5298 0.353
H -0.9051 -2.1190 -0.7738 0.746
H -0.2877 -1.4595 -4.7879 0.430
H 1.4022 -3.2978 -4.8333 0.358
```

Molecular formula: C25H41BrN2P2Ti
Method: DFT, ωB97M-V with the def2-TZVPD basis set

Summary:
Total charge: +2
Multiplicity: 3
Kohn-Sham gap (alpha / beta): 6.25 / 5.37 eV

Geometry as XYZ:
```
72
Properties=species:S:1:pos:R:3:mulliken_charge:R:1
C -0.4363 6.8149 -5.7023 -0.447
C -0.7453 5.4711 -6.0338 0.442
C -0.9454 5.1791 -7.3969 -0.359
C -0.8462 6.2004 -8.3479 -0.357
N -0.6065 7.4628 -8.0008 -0.537
C -0.3553 7.7647 -6.7293 -0.327
C -0.8305 4.4445 -5.0039 0.205
C -1.0237 3.8018 -3.9740 -0.793
C -1.4568 2.9095 -2.9918 0.863
C -0.3737 1.9808 -2.7040 -0.327
C -0.8196 0.7087 -3.1905 -1.201
C -2.0862 0.3507 -2.5277 0.307
C -3.0780 1.3051 -2.3205 -0.614
C -2.7952 2.6164 -2.7419 -0.751
Ti -0.0786 0.0123 -1.5710 0.030
P 2.2364 -1.0781 -1.5389 1.108
H -1.1814 4.1610 -7.7320 0.385
H -0.2623 7.1184 -4.6690 0.391
H -0.9653 5.9836 -9.4060 0.369
H -0.0716 8.8023 -6.5011 0.358
H -3.5816 3.3548 -2.9212 0.506
H 0.6221 2.3864 -2.8681 0.723
H -4.0031 1.1055 -1.7684 0.507
H -0.1731 0.0343 -3.7651 0.491
C 2.2226 -2.6917 -0.6049 -0.561
C 3.0784 -3.8535 -1.1174 -1.144
H 1.1680 -3.0216 -0.5621 0.315
H 2.4954 -2.4653 0.4408 0.532
H 3.1274 -4.6633 -0.3739 0.432
H 2.6665 -4.3011 -2.0272 0.146
H 4.1141 -3.5611 -1.3265 0.269
C 2.9053 -1.4533 -3.2286 -0.216
C 3.1085 -0.2317 -4.1163 -1.392
H 2.1600 -2.1048 -3.7065 0.120
H 3.8350 -2.0459 -3.1798 0.580
H 3.2580 -0.5450 -5.1677 0.439
H 2.2414 0.4370 -4.1182 0.153
H 3.9912 0.3591 -3.8389 0.321
C 3.6162 -0.1297 -0.7538 -0.576
C 5.0359 -0.6920 -0.8551 -1.330
H 3.3559 -0.0253 0.3126 0.505
H 3.5886 0.8804 -1.1833 0.424
H 5.7660 0.0125 -0.4396 0.413
H 5.1461 -1.6244 -0.2883 0.312
H 5.3474 -0.8905 -1.8930 0.306
Br -2.1478 -0.0876 0.1160 -0.425
P -1.9438 -2.4946 -3.4956 -0.029
C -0.1800 -2.8279 -3.3161 1.280
C 0.1926 -4.2847 -3.6749 -1.545
H 0.1562 -2.5932 -2.2729 -1.119
H 0.3328 -2.1401 -4.0024 0.285
H 1.2826 -4.3997 -3.7132 0.324
H -0.2096 -4.9991 -2.9497 0.382
H -0.2124 -4.5202 -4.6622 0.469
C -2.7429 -2.6295 -1.8635 0.607
C -4.1582 -3.1994 -2.0098 -1.345
H -2.7913 -1.6182 -1.4232 -0.330
H -2.1342 -3.2116 -1.1507 0.432
H -4.6611 -3.2452 -1.0326 0.386
H -4.7389 -2.5712 -2.6828 0.357
H -4.0965 -4.2124 -2.4241 0.387
C -2.4020 -1.1780 -4.6754 0.021
C -2.6654 -1.5456 -6.1473 -1.500
H -1.5634 -0.4687 -4.7530 0.329
H -3.2440 -0.6060 -4.2706 0.530
H -2.9077 -0.6184 -6.6971 0.411
H -1.7557 -1.9636 -6.5895 0.350
H -3.5001 -2.2461 -6.2383 0.399
N 0.5876 1.4663 -0.2104 -0.574
H -0.1305 1.3736 0.5178 0.256
H 1.5154 1.3580 0.2443 0.272
H 0.5299 2.4103 -0.5822 0.370
```

Molecular formula: C31H20Cl2N2O3PS5V
Method: DFT, ωB97M-V with the def2-TZVPD basis set

Summary:
Total charge: -2
Multiplicity: 3
Kohn-Sham gap (alpha / beta): 4.07 / 5.10 eV

Geometry as XYZ:
```
65
Properties=species:S:1:pos:R:3:mulliken_charge:R:1
V -0.6878 -1.2818 1.0426 0.395
Cl -3.7413 1.8461 -1.8163 -0.254
C -3.0333 2.2116 -0.2741 0.611
C -3.3382 3.4304 0.3436 -0.544
C -2.8163 3.7716 1.5614 0.612
Cl -3.2213 5.3180 2.2804 -0.327
C -1.9544 2.8837 2.2482 -0.175
C -1.3442 3.1052 3.5013 -0.815
C -0.5252 2.1446 4.0282 -0.988
C -0.3082 0.9472 3.3240 -0.398
N -0.8667 0.7192 2.1619 0.620
C -1.6667 1.6585 1.6187 -0.039
C -2.1742 1.2799 0.3195 -0.152
O -1.7979 0.1735 -0.1631 -0.645
H -4.0056 4.1150 -0.1634 0.446
H -1.5306 4.0315 4.0289 0.394
H -0.0455 2.2902 4.9871 0.391
H 0.3190 0.1520 3.7083 0.526
S -7.2965 -4.7367 3.0861 -0.404
C -5.8375 -4.0744 2.5995 0.136
S -4.6439 -3.5053 3.6820 -0.153
C -3.5056 -2.8757 2.5212 -0.007
C -3.8747 -2.9695 1.2192 0.225
S -2.9735 -2.3631 -0.1104 -0.343
S -5.4359 -3.7268 0.9715 -0.143
S -1.9820 -2.2113 3.0503 -0.479
O -0.6114 -4.2705 0.9583 -0.606
N -0.0338 -3.2071 0.2382 0.808
C 0.8960 -3.6995 -0.5422 -0.981
C 1.8164 -3.0441 -1.3885 0.879
C 2.6847 -3.9002 -2.1327 -1.160
C 3.6442 -3.4395 -2.9836 -0.585
C 3.8191 -2.0366 -3.1591 -0.849
C 3.0094 -1.1836 -2.4572 -0.367
C 1.9992 -1.6246 -1.5753 0.585
P 1.0352 -0.3957 -0.7166 1.617
C 0.3731 0.6867 -2.0438 0.216
C 0.0011 2.0044 -1.7771 -0.192
C -0.5636 2.7961 -2.7618 -0.922
C -0.7801 2.2774 -4.0324 -0.620
C -0.4315 0.9638 -4.3027 -0.665
C 0.1425 0.1731 -3.3145 -0.746
C 2.3144 0.7153 0.0327 0.533
C 2.7682 0.4306 1.3211 -0.606
C 3.7722 1.1917 1.9044 -0.732
C 4.3456 2.2496 1.2144 -0.512
C 3.9095 2.5369 -0.0714 -0.848
C 2.9052 1.7773 -0.6544 -0.150
H -1.1263 -3.8251 1.6586 0.262
H 0.9745 -4.7835 -0.5171 0.218
H 2.5606 -4.9705 -2.0014 0.282
H 4.2723 -4.1421 -3.5196 0.356
H 4.5764 -1.6483 -3.8290 0.402
H 3.1461 -0.1154 -2.5919 0.179
H 0.1481 2.4161 -0.7849 0.677
H -0.8609 3.8113 -2.5275 0.392
H -1.2377 2.8906 -4.7995 0.350
H -0.6114 0.5440 -5.2853 0.401
H 0.4165 -0.8526 -3.5287 0.436
H 2.3212 -0.3907 1.8643 0.463
H 4.1032 0.9550 2.9090 0.406
H 5.1256 2.8457 1.6737 0.364
H 4.3500 3.3574 -0.6261 0.390
H 2.5748 2.0236 -1.6550 0.361
O 0.5394 -1.4508 2.0478 -0.523
```

Energy above the lowest of the compared OMol25 structures with the same formula, charge and spin / kcal per mole: 47.3, 85.3, 66.3, 48.6, 0.0, 65.6, 100.5, 17.1
Largest force on an atom / eV/Å: 1.49, 0.64, 2.97, 4.07, 6.76, 0.89, 4.37, 0.84